ORCA calculation (ωB97M-V with the def2-TZVPD basis set) on 11 unconnected molecules or ions with the total composition C82H116N12O14 at a distorted geometry.

The geometry in XYZ format:
```
224
Properties=species:S:1:pos:R:3:mulliken_charge:R:1
C 37.267 -23.969 -10.474 -0.8151
C 36.546 -23.408 -9.458 -0.5677
C 35.536 -24.146 -8.739 -0.3699
C 35.407 -25.559 -9.003 0.5992
C 36.372 -26.175 -9.923 -0.0669
C 37.173 -25.386 -10.598 -0.0101
C 36.279 -27.705 -10.158 0.0323
O 37.033 -28.276 -10.878 -0.6082
C 35.333 -28.491 -9.253 0.5758
C 35.437 -29.897 -9.239 -1.0053
C 34.638 -30.702 -8.320 -0.3975
C 33.843 -30.019 -7.410 -1.6212
C 33.832 -28.622 -7.425 -0.2741
C 34.561 -27.847 -8.287 0.2810
C 34.508 -26.400 -8.198 1.0200
O 33.794 -25.828 -7.303 -0.9593
H 38.066 -23.403 -10.928 0.3643
H 36.768 -22.398 -9.149 0.3958
H 34.903 -23.730 -7.969 0.4898
H 37.712 -25.763 -11.454 0.4206
H 36.120 -30.500 -9.818 0.4908
H 34.474 -31.764 -8.432 0.5313
H 33.108 -30.543 -6.817 0.5862
H 33.287 -28.063 -6.679 0.9595
C 16.591 -21.441 -7.886 -0.4258
C 16.673 -21.401 -9.266 -0.5457
C 17.772 -22.067 -9.882 -0.4520
C 18.545 -22.958 -9.158 0.2821
C 18.369 -23.044 -7.732 0.3136
C 17.368 -22.361 -7.117 -0.4713
C 19.325 -23.911 -6.881 0.4366
O 19.152 -24.008 -5.634 -0.6712
C 20.550 -24.388 -7.574 0.2335
C 21.712 -24.868 -6.846 -1.0064
C 22.871 -25.267 -7.511 -0.0581
C 23.038 -25.138 -8.894 -0.5051
C 21.903 -24.698 -9.634 -0.7335
C 20.695 -24.313 -9.047 0.4508
C 19.571 -23.793 -9.901 0.3266
O 19.607 -24.038 -11.125 -0.6154
H 15.875 -20.727 -7.506 0.3528
H 16.154 -20.728 -9.932 0.3661
H 17.798 -21.854 -10.940 0.3781
H 17.351 -22.358 -6.037 0.4407
H 21.586 -24.944 -5.776 0.4490
H 23.577 -25.806 -6.896 0.4127
H 23.902 -25.435 -9.469 0.5722
H 21.982 -24.672 -10.710 0.4569
C 37.705 -27.239 -4.360 -0.7717
C 38.398 -26.926 -3.233 -0.4513
C 37.845 -27.195 -2.011 -0.6885
C 36.493 -27.611 -1.923 0.3110
C 35.665 -27.737 -3.095 -0.1306
C 36.341 -27.592 -4.321 -0.0462
C 34.283 -28.332 -2.932 0.1800
O 33.595 -28.703 -3.890 -0.3945
C 33.701 -28.418 -1.555 0.3760
C 32.394 -28.743 -1.284 0.1529
C 31.847 -28.815 -0.018 -0.8410
C 32.711 -28.784 1.087 -0.7483
C 34.047 -28.500 0.799 -0.5350
C 34.561 -28.269 -0.431 0.3921
C 35.977 -28.074 -0.540 0.2925
O 36.687 -28.023 0.451 -0.6633
H 38.151 -27.051 -5.325 0.4104
H 39.367 -26.450 -3.250 0.4009
H 38.409 -26.927 -1.129 0.4094
H 35.787 -27.841 -5.214 0.6731
H 31.776 -28.888 -2.159 0.4110
H 30.830 -29.077 0.235 0.4382
H 32.258 -28.959 2.051 0.4292
H 34.598 -28.277 1.701 0.3969
C 27.815 -24.969 -12.852 0.5816
O 26.830 -25.620 -12.626 -0.6690
N 28.678 -24.729 -11.931 -0.1263
N 28.223 -24.464 -13.985 -0.4930
H 29.498 -24.145 -12.004 0.0210
H 28.564 -25.159 -11.024 0.1388
H 27.972 -25.085 -14.740 0.2468
H 29.075 -23.943 -14.139 0.2199
C 28.782 -29.288 -12.848 0.6039
O 29.862 -29.018 -13.340 -0.7496
N 27.915 -30.009 -13.489 -0.3404
N 28.311 -28.898 -11.703 0.0599
H 28.167 -30.336 -14.410 0.2817
H 27.092 -30.346 -13.009 0.1666
H 28.962 -28.396 -11.117 -0.3481
H 27.324 -29.077 -11.582 0.1601
C 31.356 -23.853 -10.617 0.5801
O 31.319 -23.994 -11.850 -0.8347
N 30.755 -22.907 -9.975 -0.1310
N 31.987 -24.671 -9.851 0.2567
H 30.984 -23.001 -8.995 0.1570
H 30.483 -22.055 -10.443 0.2332
H 32.537 -25.443 -10.201 -0.0524
H 31.895 -24.410 -8.879 -0.0073
C 30.903 -23.365 -5.927 0.3461
O 31.059 -23.332 -7.135 -0.7368
N 30.238 -24.377 -5.400 -0.1982
N 31.308 -22.473 -5.144 -0.4151
H 30.139 -25.180 -6.005 -0.2236
H 30.149 -24.418 -4.394 0.2064
H 31.258 -22.623 -4.146 0.1829
H 32.014 -21.883 -5.560 0.2871
C 28.004 -24.831 -8.317 -2.0410
C 28.024 -26.356 -8.010 2.3580
C 28.915 -26.996 -9.134 -0.4094
C 29.566 -28.372 -8.797 -1.7643
C 30.150 -28.365 -7.411 -0.4998
C 29.189 -27.882 -6.252 2.5544
N 28.527 -26.575 -6.634 1.6013
O 27.806 -25.960 -5.652 -0.5511
C 28.057 -28.949 -5.862 -2.3534
C 30.063 -27.661 -4.925 -2.4547
C 26.600 -27.011 -8.154 -1.9438
H 27.709 -24.474 -9.304 0.4923
H 28.979 -24.367 -8.463 0.1218
H 27.409 -24.270 -7.596 0.6838
H 28.428 -27.057 -10.107 0.7102
H 29.815 -26.391 -9.243 -0.8706
H 30.347 -28.619 -9.517 1.3172
H 28.851 -29.188 -8.907 0.2626
H 31.047 -27.758 -7.532 -0.3037
H 30.402 -29.419 -7.293 0.0607
H 27.467 -29.103 -6.765 0.4992
H 28.504 -29.942 -5.803 0.2813
H 27.501 -28.660 -4.971 0.5260
H 31.015 -27.167 -5.120 0.4557
H 29.543 -27.002 -4.229 0.7121
H 30.213 -28.615 -4.418 -0.0431
H 26.613 -27.945 -8.715 0.1738
H 25.767 -26.380 -8.461 -0.0299
H 26.301 -27.296 -7.146 0.4891
H 28.114 -25.052 -5.703 0.4221
C 31.520 -33.432 -5.873 -1.2873
C 30.601 -33.943 -4.776 1.4993
C 31.150 -35.310 -4.248 -1.2674
C 32.422 -35.073 -3.304 -0.7263
C 31.956 -34.228 -2.102 -1.1702
C 31.383 -32.803 -2.494 1.6993
N 30.485 -32.938 -3.660 0.0955
O 29.777 -31.719 -3.975 1.3847
C 30.483 -32.242 -1.348 -2.4047
C 32.518 -31.841 -2.748 -1.1085
C 29.132 -34.199 -5.238 -2.1872
H 31.542 -34.152 -6.691 0.3485
H 32.549 -33.254 -5.560 0.4007
H 31.287 -32.456 -6.297 -0.1644
H 30.341 -35.904 -3.823 0.4382
H 31.462 -35.938 -5.083 0.4252
H 33.218 -34.583 -3.865 0.3561
H 32.829 -36.018 -2.944 0.4419
H 32.844 -34.058 -1.494 0.4423
H 31.264 -34.824 -1.506 0.3570
H 30.187 -31.201 -1.477 0.2035
H 29.559 -32.808 -1.233 0.5507
H 30.889 -32.419 -0.352 0.4297
H 33.058 -31.540 -1.851 0.6225
H 33.075 -32.272 -3.580 0.3310
H 32.037 -30.922 -3.084 -0.4538
H 29.063 -35.087 -5.866 0.3745
H 28.789 -33.375 -5.865 0.1292
H 28.518 -34.367 -4.354 0.6473
H 29.087 -31.830 -3.317 -0.3604
C 22.223 -32.594 -3.486 -2.0223
C 23.694 -32.817 -3.303 1.7000
C 24.383 -31.821 -4.290 -1.7749
C 25.746 -31.175 -3.836 0.9506
C 25.795 -30.852 -2.354 -1.3329
C 25.315 -32.095 -1.475 1.2822
N 24.032 -32.619 -1.865 0.4263
O 23.453 -33.647 -1.090 -0.4954
C 26.410 -33.182 -1.354 -1.3054
C 25.157 -31.552 -0.002 -2.0514
C 24.293 -34.241 -3.789 -1.4158
H 21.679 -33.459 -3.108 0.3910
H 21.965 -32.182 -4.462 0.3824
H 21.964 -31.686 -2.942 0.5115
H 24.610 -32.346 -5.218 0.4357
H 23.636 -31.090 -4.599 0.5276
H 25.982 -30.307 -4.453 0.0321
H 26.617 -31.801 -4.032 -0.4798
H 25.081 -30.150 -1.925 0.4374
H 26.815 -30.544 -2.124 0.2810
H 27.037 -33.127 -0.464 0.4666
H 25.888 -34.069 -0.994 0.4347
H 26.946 -33.381 -2.283 -0.0582
H 24.759 -32.379 0.586 0.5338
H 26.127 -31.257 0.397 0.4172
H 24.534 -30.666 0.124 0.3690
H 24.222 -35.110 -3.136 0.3482
H 25.377 -34.145 -3.736 0.1711
H 24.014 -34.532 -4.802 0.4275
H 22.779 -33.208 -0.566 0.3607
C 29.003 -33.853 -9.174 -1.3795
C 29.729 -34.512 -10.402 1.9581
C 28.791 -34.454 -11.690 -1.5943
C 28.801 -33.039 -12.409 -0.1444
C 30.340 -32.527 -12.600 -1.8879
C 31.157 -32.561 -11.296 2.0091
N 31.129 -33.944 -10.643 -0.0154
O 31.925 -34.019 -9.465 -0.1650
C 32.534 -32.307 -11.777 -2.2922
C 30.818 -31.340 -10.458 -0.1453
C 29.961 -35.975 -9.997 -1.8930
H 29.719 -33.381 -8.501 -0.1203
H 28.338 -34.478 -8.577 0.4955
H 28.372 -33.029 -9.506 0.2554
H 29.196 -35.283 -12.271 0.4606
H 27.775 -34.777 -11.465 0.3555
H 28.391 -32.285 -11.737 -0.0160
H 28.272 -33.083 -13.361 0.4636
H 30.411 -31.550 -13.080 0.4127
H 30.920 -33.198 -13.233 0.6368
H 33.014 -33.179 -12.220 0.5627
H 32.549 -31.660 -12.654 0.4807
H 33.223 -32.122 -10.952 0.2547
H 30.691 -31.573 -9.401 -0.3973
H 31.555 -30.549 -10.599 0.5724
H 29.827 -31.016 -10.777 -0.3293
H 30.239 -36.108 -8.952 0.4037
H 30.847 -36.510 -10.339 0.4249
H 29.015 -36.491 -10.163 0.4335
H 32.278 -34.902 -9.598 0.2999
```

For the HOMO energy, the calculation gives -8.046 eV. As for the SMILES: O=C1c2ccccc2C(=O)c2ccccc21.O=C1c2ccccc2C(=O)c2ccccc21.O=C1c2ccccc2C(=O)c2ccccc21.CC1(C)CCCC(C)(C)N1O.CC1(C)CCCC(C)(C)N1O.CC1(C)CCCC(C)(C)N1O.CC1(C)CCCC(C)(C)N1O.NC(N)=O.NC(N)=O.NC(N)=O.NC(N)=O. The spin multiplicity is 1. The calculation puts the maximum force at 0.1243 hartree/bohr. The value obtained for the LUMO energy is -0.047 Eh. The value obtained for the calculated total energy is -133454.2897 eV. The value obtained for the HOMO-LUMO gap is 6.76 eV.